{
  "formula": "C58H131F3O29",
  "method": "ωB97M-V/def2-TZVPD",
  "symbols": ["C", "C", "O", "C", "O", "C", "F", "F", "F", "H", "H", "H", "H", "H", "C", "O", "C", "C", "O", "C", "C", "O", "C", "H", "H", "H", "H", "H", "H", "H", "H", "H", "H", "H", "H", "H", "H", "C", "O", "C", "C", "O", "C", "C", "O", "C", "H", "H", "H", "H", "H", "H", "H", "H", "H", "H", "H", "H", "H", "H", "C", "O", "C", "C", "O", "C", "C", "O", "C", "H", "H", "H", "H", "H", "H", "H", "H", "H", "H", "H", "H", "H", "H", "C", "O", "C", "C", "O", "C", "C", "O", "C", "H", "H", "H", "H", "H", "H", "H", "H", "H", "H", "H", "H", "H", "H", "C", "O", "C", "C", "O", "C", "C", "O", "C", "H", "H", "H", "H", "H", "H", "H", "H", "H", "H", "H", "H", "H", "H", "C", "O", "C", "C", "O", "C", "C", "O", "C", "H", "H", "H", "H", "H", "H", "H", "H", "H", "H", "H", "H", "H", "H", "C", "O", "C", "C", "O", "C", "C", "O", "C", "H", "H", "H", "H", "H", "H", "H", "H", "H", "H", "H", "H", "H", "H", "C", "O", "C", "C", "O", "C", "C", "O", "C", "H", "H", "H", "H", "H", "H", "H", "H", "H", "H", "H", "H", "H", "H", "C", "O", "C", "C", "O", "C", "C", "O", "C", "H", "H", "H", "H", "H", "H", "H", "H", "H", "H", "H", "H", "H", "H"],
  "coordinates": [[-0.308885, -0.181593, 4.385333], [-0.561247, 0.304244, 2.946811], [-1.460958, -0.702262, 2.409549], [-1.699230, -0.554692, 1.114485], [-0.996675, -0.045858, 0.298132], [-3.081269, -1.073693, 0.690615], [-3.133182, -1.191607, -0.649360], [-3.353865, -2.200822, 1.312816], [-4.064131, -0.201720, 1.076153], [0.088196, -1.169989, 4.216601], [-1.212324, -0.202837, 4.901484], [0.435289, 0.423034, 4.883079], [0.353908, 0.351046, 2.390569], [-1.045818, 1.231479, 2.820361], [3.978127, 0.549808, 5.873072], [2.676137, 1.077397, 5.901774], [2.518157, 2.482680, 5.991089], [1.039108, 2.971360, 5.943061], [0.491462, 3.037890, 4.630170], [0.836199, 4.220785, 3.927639], [0.115312, 4.249661, 2.533220], [-1.244430, 4.514843, 2.769171], [-1.901444, 4.504444, 1.505567], [4.485396, 0.855325, 6.758313], [4.636102, 0.798432, 4.998047], [3.789787, -0.495689, 5.939029], [3.124040, 2.911304, 5.182941], [2.923900, 2.963129, 6.936134], [0.949684, 3.892268, 6.465896], [0.418828, 2.322561, 6.531310], [1.875802, 4.316917, 3.927363], [0.476682, 5.128361, 4.371318], [0.274481, 3.293009, 2.065987], [0.474202, 5.078737, 1.890450], [-2.961936, 4.636867, 1.620341], [-1.664157, 3.575496, 0.925504], [-1.658343, 5.371989, 0.901743], [7.679082, 1.799902, -4.859162], [7.191876, 0.500423, -4.703055], [7.306879, -0.229472, -5.877024], [6.087036, -1.135283, -5.960943], [4.962970, -0.312430, -6.296026], [3.645626, -0.812071, -6.038087], [3.019411, 0.009180, -4.922495], [1.646542, -0.215933, -4.763216], [1.332106, -1.439121, -4.145450], [7.495848, 2.393133, -3.970206], [7.256584, 2.350464, -5.733430], [8.780094, 1.767775, -4.921995], [8.233528, -0.820985, -5.919968], [7.313302, 0.482686, -6.759087], [5.923997, -1.706831, -5.028253], [6.319686, -1.855675, -6.710213], [3.726562, -1.889627, -5.716031], [3.129154, -0.743360, -6.946422], [3.118484, 0.997215, -5.234724], [3.587964, -0.092956, -3.981969], [0.265148, -1.540624, -4.210703], [1.723487, -1.389218, -3.119824], [1.657943, -2.318916, -4.657406], [2.896456, -6.799544, -2.633384], [3.052130, -5.798258, -1.696134], [3.966443, -4.808659, -2.129106], [3.842586, -3.540221, -1.327981], [2.713705, -2.773803, -1.506494], [1.476711, -3.341688, -1.010844], [0.825227, -2.405564, -0.031896], [-0.319573, -2.907401, 0.598738], [-0.036888, -3.448939, 1.885391], [2.284166, -6.438416, -3.432235], [2.386214, -7.648432, -2.084755], [3.835507, -7.189254, -3.002661], [3.849382, -4.569374, -3.222250], [4.969275, -5.196444, -1.953214], [4.665510, -2.926700, -1.589117], [4.071393, -3.658930, -0.202122], [1.566955, -4.354418, -0.563890], [0.744620, -3.465397, -1.839962], [0.497734, -1.543634, -0.538907], [1.563055, -2.127446, 0.744287], [0.804239, -4.205812, 1.889961], [-0.975651, -3.859720, 2.223218], [0.281101, -2.572452, 2.558219], [-4.011005, 3.939752, 6.035724], [-3.419089, 2.772669, 5.493644], [-3.778077, 2.487326, 4.127729], [-4.804037, 1.335458, 4.163192], [-4.189514, 0.159995, 4.573027], [-4.936922, -0.984877, 4.346023], [-4.043368, -2.153855, 4.655413], [-3.615034, -2.293975, 5.975315], [-4.522210, -2.986404, 6.774025], [-3.986474, 4.764735, 5.328142], [-3.492805, 4.252368, 6.928536], [-5.072022, 3.778067, 6.242695], [-2.878615, 2.241337, 3.580496], [-4.250651, 3.342673, 3.676169], [-5.263648, 1.318463, 3.165192], [-5.625648, 1.597519, 4.895955], [-5.414219, -1.118760, 3.334408], [-5.834470, -0.938822, 4.974395], [-3.253681, -2.102645, 3.997641], [-4.608572, -3.032637, 4.292675], [-4.896085, -3.927930, 6.318624], [-5.384102, -2.365477, 7.089909], [-3.921045, -3.298081, 7.626103], [-0.116839, -1.044521, -8.128283], [-1.414512, -0.652869, -7.822889], [-1.685419, 0.204483, -6.731850], [-3.220387, 0.491724, -6.764212], [-4.088175, -0.612334, -6.593016], [-3.915530, -1.306015, -5.376126], [-5.275990, -1.781708, -4.734145], [-5.820248, -2.879085, -5.433500], [-5.227114, -4.128272, -5.319893], [0.525795, -0.140799, -8.160977], [-0.178815, -1.464480, -9.147351], [0.203460, -1.779101, -7.382482], [-1.203426, 1.146937, -6.905113], [-1.373519, -0.366774, -5.904244], [-3.426168, 0.849436, -7.781557], [-3.454463, 1.308709, -6.084388], [-3.519184, -0.551169, -4.608305], [-3.137302, -2.046814, -5.558479], [-5.992398, -1.004139, -4.760360], [-5.202568, -2.106601, -3.693624], [-5.997653, -4.861623, -5.482736], [-4.733694, -4.384378, -4.342241], [-4.418621, -4.305220, -6.025044], [1.815172, 5.854410, -3.692888], [1.613297, 4.452616, -3.581727], [1.016286, 4.095794, -2.339231], [0.346857, 2.703569, -2.379910], [-1.087517, 2.893850, -2.638697], [-1.692305, 1.651609, -2.955730], [-3.192800, 1.830655, -3.197130], [-3.846561, 1.909123, -1.933182], [-3.920909, 3.291811, -1.389414], [2.650283, 6.126768, -3.068925], [0.883077, 6.350860, -3.375558], [2.105235, 5.948584, -4.698546], [0.308013, 4.880182, -1.911113], [1.821438, 3.917352, -1.634440], [0.509988, 2.054197, -1.494114], [0.787062, 2.201907, -3.311559], [-1.444849, 0.971410, -2.131654], [-1.111204, 1.307257, -3.824998], [-3.555740, 1.004813, -3.760038], [-3.285711, 2.782423, -3.747384], [-4.369629, 3.933229, -2.124440], [-2.854114, 3.583507, -1.220523], [-4.389595, 3.219142, -0.412298], [4.075694, -0.044077, -0.517066], [4.107653, 0.569891, 0.757687], [2.886908, 1.326067, 0.985345], [3.073581, 1.926927, 2.364885], [4.439185, 2.390977, 2.671375], [5.050638, 3.241276, 1.807231], [4.669931, 4.718049, 1.951222], [3.325024, 4.942642, 1.545933], [3.175708, 6.046115, 0.624968], [4.296682, 0.672752, -1.336878], [3.105908, -0.584575, -0.745147], [4.857991, -0.764355, -0.556152], [1.945666, 0.664892, 1.002001], [2.778758, 2.125874, 0.201025], [2.875267, 1.223223, 3.181678], [2.295278, 2.717191, 2.460096], [4.917433, 2.898787, 0.748780], [6.123118, 3.147455, 2.076050], [5.385096, 5.350820, 1.324838], [4.781383, 4.974916, 3.013305], [3.384468, 7.040822, 1.094790], [2.142598, 5.911402, 0.343201], [3.883845, 6.003484, -0.195624], [-2.600969, -3.928267, -2.187403], [-2.096879, -3.927236, -3.540806], [-1.214810, -4.882350, -3.750357], [-0.707208, -4.716653, -5.182095], [-1.825910, -4.686267, -6.105910], [-1.427269, -4.617666, -7.453423], [-2.642760, -4.355355, -8.302324], [-3.158956, -5.589585, -8.820393], [-4.403672, -5.412483, -9.447900], [-1.842448, -4.128711, -1.407743], [-3.243467, -4.785719, -2.024539], [-2.976529, -2.926951, -2.018713], [-1.609764, -5.961652, -3.639469], [-0.319750, -4.817078, -3.050579], [-0.049323, -5.516607, -5.384803], [-0.236991, -3.771891, -5.307903], [-1.001838, -5.605755, -7.702934], [-0.565751, -3.932984, -7.609899], [-2.348443, -3.754798, -9.193156], [-3.430023, -3.853345, -7.715767], [-4.924948, -6.346994, -9.818520], [-4.398574, -4.723676, -10.274033], [-5.032347, -4.894748, -8.750730], [-4.072449, 2.086917, 9.228289], [-2.845052, 2.824688, 9.095007], [-1.912209, 2.188980, 8.244264], [-0.999364, 1.162902, 8.859358], [-0.101244, 0.741251, 7.861162], [0.541436, -0.452472, 8.269822], [1.459659, -0.254443, 9.461722], [2.254193, 0.816543, 9.135491], [3.302328, 1.129989, 10.039655], [-4.143278, 1.465495, 8.370804], [-4.808757, 2.827022, 9.278823], [-4.107393, 1.468854, 10.072967], [-1.317308, 2.977714, 7.784707], [-2.448722, 1.577900, 7.475609], [-1.546568, 0.266421, 9.250369], [-0.437813, 1.643218, 9.674684], [1.166173, -0.769133, 7.468811], [-0.340463, -1.162607, 8.381204], [2.020173, -1.187787, 9.665179], [0.835413, 0.066154, 10.375437], [4.077818, 0.368844, 9.956643], [2.893801, 1.231831, 11.068296], [3.802140, 2.020540, 9.791955]],
  "forces_ev_per_angstrom": [[1.170, 0.720, -2.163], [0.518, -1.229, 1.485], [-0.544, 0.321, -0.850], [-0.176, -0.205, 0.006], [0.480, 0.795, -0.214], [-0.401, 0.988, 0.019], [-0.208, -0.202, 1.053], [-0.241, -1.064, -0.251], [0.732, -0.216, -0.426], [0.121, -0.532, 0.506], [-1.492, -0.129, 1.104], [0.096, 0.183, 0.140], [0.478, -0.262, -0.432], [-0.619, 1.248, 0.251], [-0.029, 0.707, -0.480], [-1.199, 0.566, -0.256], [0.340, 1.056, 0.465], [0.974, -1.337, -0.886], [-0.297, 0.278, -0.059], [-1.976, -0.200, -1.032], [1.167, 0.729, 1.669], [-0.682, -0.440, -0.827], [0.152, -0.415, -0.084], [0.724, 0.262, 0.895], [-0.897, 0.011, 0.362], [0.319, -0.985, -0.162], [-0.212, 0.313, -0.119], [-0.102, -1.052, -0.537], [0.223, 1.354, 0.150], [-0.120, -0.749, -0.068], [1.882, 0.126, -0.760], [-0.520, 0.478, 1.018], [-0.121, -0.537, -0.589], [0.485, -0.511, 0.284], [-0.571, -0.482, 0.507], [-0.293, 0.619, 0.430], [0.747, 0.267, -0.260], [0.918, 0.752, 0.055], [-0.200, 0.670, 0.507], [-0.670, 0.040, -0.920], [-0.191, 0.744, 0.347], [0.377, -0.280, 0.207], [1.932, -1.570, 1.846], [0.204, -1.003, 0.082], [-0.159, -0.021, -0.548], [-0.139, 0.787, 0.676], [-0.431, -0.125, 0.245], [0.187, -0.559, 0.443], [-0.129, 0.140, -0.408], [-0.057, 0.039, 0.115], [-0.120, -0.910, 0.673], [0.066, 0.482, -0.085], [-0.251, -0.780, -1.035], [-0.218, 0.782, -0.483], [-1.150, 0.076, -1.201], [0.112, 1.957, -0.351], [-0.161, -0.230, -0.120], [-0.737, 0.218, 0.546], [-0.333, -0.520, -0.137], [0.966, -0.609, -0.473], [-0.825, -1.855, 1.174], [0.320, 1.069, 0.524], [-0.208, 0.061, -0.155], [0.781, -0.543, 2.346], [-1.973, -0.239, 0.030], [-0.614, -0.989, -0.496], [1.055, 0.124, 1.066], [-0.068, -0.987, 0.190], [1.117, 1.104, 0.396], [-0.460, -0.017, -0.880], [0.373, 0.855, -0.857], [0.451, -0.033, -0.243], [-0.067, -0.246, 0.776], [0.373, 0.007, -0.248], [0.894, 0.779, -0.759], [-0.639, -0.554, -1.324], [0.481, 0.624, -0.261], [0.689, 0.053, 0.115], [-0.118, 1.339, -0.663], [-0.080, 0.174, -0.277], [-0.979, 0.612, -0.172], [-0.042, -0.277, 0.364], [-0.435, -1.358, -0.668], [-0.445, -0.222, -0.787], [0.436, 0.381, -0.425], [-0.894, -0.808, 1.947], [-0.362, 1.627, 0.271], [0.617, 0.395, -0.964], [-1.160, -0.323, 0.309], [-2.583, -0.791, -0.083], [0.182, 0.097, -0.592], [-0.191, -0.508, 0.680], [0.248, 0.233, -0.254], [0.190, -0.232, 0.333], [-0.125, -0.103, 0.296], [0.213, -0.206, -0.097], [-0.170, 0.530, -0.288], [0.030, -0.645, -0.057], [0.623, -0.049, -0.622], [1.030, 0.431, 0.296], [-0.056, -0.253, 0.462], [2.333, 0.332, -1.088], [0.096, -0.184, 0.468], [0.104, 0.517, -0.128], [0.342, -0.268, -0.084], [-0.355, 0.102, 0.395], [-0.076, 0.837, -0.041], [-1.658, -0.058, -1.099], [-1.514, -0.826, -1.659], [0.742, -0.414, -0.795], [-0.313, 0.245, -0.091], [-0.100, 1.625, 1.961], [1.982, -1.727, -1.115], [-0.986, 0.596, -0.329], [1.156, -0.752, 0.886], [0.203, -0.586, 0.137], [0.277, -0.079, 0.547], [0.577, 0.007, -0.165], [0.634, 0.662, 0.467], [0.493, 0.094, 1.852], [0.029, -0.025, 0.210], [-0.028, 0.048, 0.397], [-0.177, -1.184, -0.836], [-0.287, -0.596, 0.551], [-0.673, 0.945, -0.327], [0.721, 0.294, 0.234], [-0.342, -0.329, -0.154], [-0.615, 0.675, -0.325], [0.038, 0.157, -0.313], [-0.600, -1.395, 1.119], [-1.139, -0.360, 0.525], [-0.209, -0.762, 0.910], [-0.959, 0.574, -2.382], [1.288, 0.299, 0.698], [0.972, -0.011, -0.287], [1.661, 1.320, 1.531], [-0.849, 1.146, 0.182], [2.357, -2.175, -0.284], [0.321, 0.526, 0.478], [0.463, 0.337, -0.480], [0.036, 0.862, -1.342], [0.756, -0.860, -0.731], [0.436, 0.571, 0.544], [-0.107, 0.561, -0.290], [-0.418, 0.268, 1.261], [-0.607, -0.311, -0.043], [-0.601, -0.437, -0.316], [-0.605, -0.454, -0.219], [-0.291, -0.326, -0.115], [-0.528, 0.441, -0.055], [-0.886, 0.218, -0.163], [-0.469, 0.074, -0.262], [-1.033, 0.218, -0.662], [-1.692, 0.011, -0.604], [0.850, -0.580, 0.090], [0.058, 0.885, 0.662], [-2.630, -1.319, 0.968], [1.136, 0.842, -1.592], [0.640, 0.101, -0.464], [0.569, 0.713, -0.602], [0.213, -0.197, 1.480], [-0.331, -0.058, 0.362], [0.963, 0.719, 0.372], [0.682, -0.675, 0.146], [1.301, 0.809, -0.266], [0.022, -0.695, 0.529], [0.097, -0.110, -0.365], [0.821, -0.157, 0.105], [0.195, 0.379, 0.590], [-0.311, 0.230, -0.421], [-0.763, -0.757, 0.798], [0.007, 0.219, -0.133], [-0.494, -0.703, 0.022], [-0.181, 0.618, -0.591], [-0.066, -0.465, -0.441], [0.993, -0.112, -0.203], [-2.245, 2.100, 2.190], [2.529, -3.123, -1.066], [-2.156, 0.139, -0.101], [0.503, -0.042, 1.227], [0.813, -1.087, 0.234], [-0.056, -0.022, -1.322], [0.328, -0.512, 0.040], [-0.811, -0.331, -0.005], [0.479, 0.446, -0.569], [-0.966, 0.175, -0.291], [-0.614, -0.340, 0.083], [0.166, 1.306, -0.038], [-0.675, -0.117, -0.612], [0.957, -1.023, -0.572], [0.874, 0.917, 0.119], [-0.204, 0.101, -0.376], [-0.757, 0.258, 0.107], [-0.292, 0.099, 0.623], [0.390, 0.130, -0.247], [1.133, 0.736, 0.793], [0.603, 0.322, -0.846], [-0.939, 0.000, 0.647], [1.963, 0.835, -0.790], [0.094, -0.615, 0.328], [-0.798, -0.867, -1.000], [0.285, 0.168, 1.089], [0.047, -0.002, 0.141], [-1.539, -0.324, -0.048], [-1.742, 0.026, 1.672], [1.440, 1.419, -0.601], [-1.058, -1.595, 0.632], [-0.649, -0.547, -0.962], [-1.479, 0.851, 0.010], [0.155, -0.841, 1.538], [-0.027, -0.085, -0.137], [0.271, 1.035, -0.012], [0.111, 0.699, -0.087], [-0.143, -0.254, 0.157], [0.328, -0.220, -0.949], [1.503, 0.083, 0.445], [-0.163, 0.305, 0.064], [0.833, -0.949, -0.816], [0.013, -0.396, 0.492], [0.395, -0.239, -0.364], [0.096, 1.439, -0.705]],
  "lowdin_charge": [0.01, -0.15, 0.02, -0.41, 0.15, -0.51, 0.15, 0.18, 0.14, 0.07, 0.06, 0.06, 0.09, 0.10, -0.10, -0.21, -0.17, -0.15, -0.12, -0.17, -0.19, -0.17, -0.11, 0.07, 0.10, 0.08, 0.11, 0.14, 0.11, 0.09, 0.09, 0.12, 0.10, 0.12, 0.07, 0.10, 0.08, -0.13, -0.18, -0.23, -0.18, -0.14, -0.17, -0.20, -0.18, -0.09, 0.08, 0.10, 0.09, 0.13, 0.14, 0.13, 0.11, 0.13, 0.10, 0.11, 0.13, 0.08, 0.09, 0.07, -0.13, -0.20, -0.20, -0.23, -0.16, -0.15, -0.22, -0.20, -0.07, 0.07, 0.11, 0.08, 0.14, 0.13, 0.10, 0.17, 0.13, 0.11, 0.10, 0.14, 0.11, 0.09, 0.09, -0.10, -0.20, -0.15, -0.20, -0.11, -0.22, -0.22, -0.15, -0.13, 0.08, 0.08, 0.09, 0.11, 0.11, 0.12, 0.14, 0.14, 0.12, 0.08, 0.13, 0.09, 0.09, 0.09, -0.12, -0.21, -0.17, -0.16, -0.13, -0.16, -0.14, -0.18, -0.11, 0.09, 0.10, 0.07, 0.12, 0.09, 0.13, 0.11, 0.11, 0.12, 0.11, 0.12, 0.08, 0.10, 0.05, -0.09, -0.19, -0.21, -0.13, -0.18, -0.19, -0.18, -0.20, -0.04, 0.07, 0.10, 0.07, 0.14, 0.10, 0.12, 0.14, 0.12, 0.11, 0.07, 0.13, 0.08, 0.07, 0.08, -0.11, -0.18, -0.18, -0.14, -0.13, -0.25, -0.19, -0.22, -0.09, 0.09, 0.09, 0.07, 0.13, 0.12, 0.12, 0.10, 0.13, 0.14, 0.14, 0.12, 0.10, 0.07, 0.08, -0.05, -0.17, -0.30, -0.15, -0.14, -0.20, -0.18, -0.18, -0.13, 0.08, 0.09, 0.07, 0.16, 0.12, 0.11, 0.09, 0.13, 0.11, 0.14, 0.11, 0.11, 0.07, 0.07, -0.06, -0.17, -0.22, -0.21, -0.17, -0.18, -0.24, -0.19, -0.08, 0.08, 0.07, 0.07, 0.13, 0.13, 0.14, 0.13, 0.11, 0.15, 0.14, 0.14, 0.09, 0.10, 0.06],
  "e_tot_ev": -129781.072,
  "homo_ev": -8.943,
  "relative_energy_kcal_mol": 23.82,
  "smiles": "CCOC(=O)C(F)(F)F.COCCOCCOC.COCCOCCOC.COCCOCCOC.COCCOCCOC.COCCOCCOC.COCCOCCOC.COCCOCCOC.COCCOCCOC.COCCOCCOC",
  "e_lumo_ev": 0.530,
  "charge": 0
}